No. 1
Entry from the Open Molecules 2025 dataset: a 9-piece molecular cluster, C57H47F8INO5P overall at a distorted geometry (ωB97M-V/def2-TZVPD).

## Properties
E_LUMO   -1.90 eV
Frontier orbital gap   6.98 eV
Energy relative to the best compared isomer or geometry (same formula, charge and spin)   687.5 kJ/mol

```
120
Properties=species:S:1:pos:R:3:lowdin_charge:R:1
O -0.680 -1.015 -0.570 -0.01
C -1.074 -0.249 -1.592 -0.21
N -0.325 0.851 -2.356 0.07
C -0.925 1.240 -3.715 -0.22
O -0.361 1.869 -4.760 -0.04
C -2.492 0.759 -3.679 -0.05
C -3.773 1.091 -4.651 -0.55
I -3.573 2.427 -6.372 0.82
C -5.235 0.406 -4.267 -0.03
C -5.268 -0.554 -2.908 -0.17
C -6.774 -1.178 -2.533 -0.21
P -7.690 0.286 -1.630 0.75
O -6.712 1.567 -1.627 -0.40
O -8.012 -0.066 0.049 -0.23
O -9.108 0.798 -2.538 -0.23
C -3.978 -0.869 -1.945 0.06
C -2.536 -0.190 -2.336 0.00
H -0.229 1.758 -1.814 0.16
H -6.231 0.590 -4.892 0.11
H -6.555 -2.085 -1.791 0.11
H -7.361 -1.520 -3.501 0.10
H -7.747 0.755 0.575 0.07
H -8.953 0.401 -3.467 0.08
H -4.103 -1.559 -1.007 0.11
F -8.318 2.313 2.081 0.04
C -7.618 2.055 3.194 -0.29
C -6.534 2.861 3.523 -0.01
C -5.809 2.595 4.684 -0.08
C -6.169 1.519 5.499 -0.09
C -7.256 0.713 5.157 -0.08
C -7.988 0.985 4.002 -0.02
H -6.263 3.687 2.874 0.12
H -4.964 3.224 4.955 0.11
H -5.600 1.310 6.402 0.10
H -7.532 -0.127 5.791 0.11
H -8.841 0.374 3.726 0.12
F 0.503 2.146 4.223 0.06
C 1.291 1.276 3.579 -0.29
C 2.625 1.154 3.953 -0.02
C 3.445 0.245 3.285 -0.08
C 2.925 -0.526 2.243 -0.10
C 1.586 -0.393 1.871 -0.08
C 0.763 0.509 2.546 -0.02
H 3.014 1.767 4.760 0.11
H 4.487 0.136 3.576 0.10
H 3.566 -1.232 1.719 0.10
H 1.184 -0.990 1.057 0.08
H -0.282 0.619 2.277 0.11
F 5.765 -0.951 5.761 0.04
C 4.985 -0.656 6.809 -0.29
C 4.773 0.674 7.153 -0.03
C 3.956 0.981 8.241 -0.08
C 3.369 -0.047 8.981 -0.10
C 3.591 -1.380 8.632 -0.08
C 4.399 -1.686 7.537 -0.01
H 5.245 1.460 6.571 0.12
H 3.779 2.019 8.513 0.11
H 2.735 0.193 9.833 0.10
H 3.136 -2.179 9.212 0.11
H 4.575 -2.717 7.246 0.12
F -14.197 5.356 2.513 0.06
C -13.409 4.486 1.869 -0.29
C -12.075 4.364 2.243 -0.01
C -11.255 3.455 1.575 -0.07
C -11.775 2.684 0.533 -0.09
C -13.114 2.817 0.161 -0.08
C -13.937 3.719 0.836 -0.02
H -11.686 4.977 3.050 0.12
H -10.213 3.346 1.866 0.08
H -11.134 1.978 0.009 0.10
H -13.516 2.220 -0.653 0.10
H -14.982 3.829 0.567 0.11
F -1.257 0.936 -9.264 0.04
C 0.021 1.230 -8.989 -0.29
C 0.329 1.905 -7.814 -0.03
C 1.660 2.207 -7.525 -0.07
C 2.667 1.839 -8.420 -0.09
C 2.347 1.166 -9.600 -0.08
C 1.017 0.854 -9.883 -0.02
H -0.467 2.191 -7.134 0.05
H 1.913 2.728 -6.604 0.11
H 3.705 2.079 -8.196 0.09
H 3.132 0.884 -10.297 0.10
H 0.751 0.323 -10.791 0.11
F 5.907 -7.241 1.980 0.06
C 5.863 -6.037 2.566 -0.29
C 6.989 -5.555 3.225 -0.03
C 6.945 -4.299 3.831 -0.10
C 5.771 -3.544 3.781 -0.09
C 4.645 -4.038 3.121 -0.07
C 4.692 -5.289 2.506 -0.01
H 7.889 -6.160 3.260 0.12
H 7.822 -3.910 4.341 0.11
H 5.736 -2.566 4.257 0.08
H 3.731 -3.450 3.087 0.10
H 3.829 -5.685 1.982 0.12
F 6.066 1.645 -6.986 0.05
C 5.943 0.356 -6.640 -0.30
C 6.372 -0.632 -7.519 -0.02
C 6.250 -1.973 -7.157 -0.08
C 5.688 -2.312 -5.923 -0.10
C 5.255 -1.313 -5.050 -0.08
C 5.388 0.029 -5.408 -0.02
H 6.799 -0.350 -8.476 0.11
H 6.589 -2.753 -7.833 0.10
H 5.588 -3.358 -5.643 0.10
H 4.814 -1.579 -4.092 0.11
H 5.065 0.818 -4.737 0.12
F 7.047 -2.035 -0.455 0.06
C 8.223 -1.845 0.157 -0.28
C 9.017 -0.763 -0.208 -0.02
C 10.240 -0.562 0.433 -0.09
C 10.660 -1.452 1.424 -0.10
C 9.859 -2.538 1.780 -0.08
C 8.631 -2.732 1.147 -0.01
H 8.678 -0.087 -0.986 0.12
H 10.864 0.285 0.160 0.10
H 11.616 -1.297 1.920 0.10
H 10.190 -3.231 2.549 0.10
H 7.991 -3.566 1.417 0.10
```

No. 2
Entry from the Open Molecules 2025 dataset: C57H48NOP3Ti as an isolated structure (ωB97M-V/def2-TZVPD).

## Properties
E_LUMO   -0.31 eV
Frontier orbital gap   5.66 eV
Energy relative to the best compared isomer or geometry (same formula, charge and spin)   11.0 kJ/mol

```
111
Properties=species:S:1:pos:R:3:lowdin_charge:R:1
Ti -1.623 1.254 -0.980 0.93
C 1.367 -3.060 0.407 -0.29
C 0.351 -2.324 1.295 -0.36
P 0.898 -2.260 3.064 1.07
C 0.681 -4.034 3.491 -0.37
C 1.828 -4.826 3.536 -0.10
C 1.737 -6.188 3.801 -0.08
C 0.501 -6.766 4.041 -0.09
C -0.646 -5.983 4.012 -0.08
C -0.556 -4.627 3.737 -0.08
C -0.555 -1.511 3.888 -0.40
C -1.779 -1.255 3.280 -0.12
C -2.805 -0.632 3.979 -0.08
C -2.624 -0.269 5.305 -0.09
C -1.408 -0.526 5.929 -0.09
C -0.381 -1.130 5.221 -0.12
C 2.440 -2.181 -0.239 -0.38
P 3.431 -1.158 0.934 1.03
C 4.772 -0.543 -0.162 -0.39
C 4.842 -0.744 -1.538 -0.11
C 5.893 -0.218 -2.280 -0.10
C 6.886 0.523 -1.659 -0.10
C 6.818 0.746 -0.289 -0.08
C 5.768 0.223 0.446 -0.11
C 4.406 -2.444 1.819 -0.39
C 4.607 -2.266 3.186 -0.14
C 5.350 -3.180 3.922 -0.09
C 5.893 -4.291 3.296 -0.09
C 5.700 -4.480 1.932 -0.08
C 4.968 -3.557 1.200 -0.09
H 0.830 -3.574 -0.392 0.11
H 1.855 -3.851 0.984 0.08
H -0.614 -2.835 1.232 0.08
H 0.197 -1.291 0.962 0.06
H 2.799 -4.375 3.359 0.08
H 2.636 -6.791 3.826 0.10
H 0.429 -7.825 4.256 0.10
H -1.613 -6.430 4.207 0.10
H -1.455 -4.023 3.724 0.10
H -1.944 -1.518 2.245 0.08
H -3.742 -0.420 3.479 0.11
H -3.422 0.217 5.850 0.10
H -1.258 -0.244 6.964 0.10
H 0.575 -1.308 5.701 0.10
H 1.963 -1.469 -0.925 0.05
H 3.091 -2.818 -0.843 0.07
H 4.073 -1.309 -2.049 0.09
H 5.931 -0.389 -3.349 0.10
H 7.706 0.930 -2.237 0.10
H 7.583 1.332 0.204 0.10
H 5.720 0.402 1.516 0.10
H 4.152 -1.413 3.676 0.09
H 5.496 -3.029 4.984 0.10
H 6.469 -5.010 3.865 0.10
H 6.128 -5.343 1.438 0.10
H 4.846 -3.704 0.132 0.10
C -5.561 -0.664 -0.480 -0.09
C -6.463 0.251 -1.073 -0.08
C -6.003 1.393 -1.648 -0.02
C -4.605 1.689 -1.649 -0.21
N -3.735 0.764 -1.098 0.01
C -4.235 -0.351 -0.523 -0.15
C -4.012 2.824 -2.220 -0.20
C -4.558 3.539 -3.334 -0.07
C -3.879 4.001 -4.424 -0.10
C -2.490 3.786 -4.825 -0.11
C -1.623 2.848 -4.407 -0.05
C -2.556 2.714 -2.194 -0.29
H -5.899 -1.575 -0.011 0.09
H -7.526 0.043 -1.064 0.10
H -6.686 2.100 -2.096 0.11
H -3.500 -1.015 -0.076 0.10
H -5.629 3.724 -3.333 0.10
H -4.454 4.600 -5.122 0.08
H -2.136 4.454 -5.604 0.10
H -0.606 2.821 -4.779 0.11
O -1.918 0.935 1.063 -0.03
C -0.786 1.383 0.809 -0.28
C 0.281 1.686 1.738 -0.19
C 0.063 1.700 3.120 -0.01
C 1.103 2.008 3.971 -0.06
C 2.358 2.300 3.439 -0.06
C 2.578 2.279 2.072 -0.11
C 1.540 1.979 1.187 -0.31
P 1.993 1.702 -0.577 1.13
C 3.055 3.158 -0.901 -0.36
C 4.142 2.952 -1.748 -0.10
C 4.986 4.002 -2.087 -0.08
C 4.756 5.267 -1.573 -0.09
C 3.685 5.483 -0.714 -0.08
C 2.842 4.436 -0.380 -0.09
C 0.480 2.041 -1.570 -0.41
C -0.345 3.152 -1.180 -0.13
C -1.681 3.496 -1.456 -0.06
C -2.045 1.838 -3.371 -0.24
C -1.067 0.723 -3.022 -0.15
C 0.167 0.959 -2.416 -0.20
H -0.923 1.463 3.500 0.11
H 0.947 2.016 5.042 0.11
H 3.179 2.535 4.104 0.11
H 3.570 2.481 1.687 0.10
H 4.334 1.957 -2.131 0.08
H 5.829 3.825 -2.743 0.10
H 5.416 6.086 -1.831 0.10
H 3.507 6.469 -0.304 0.10
H 2.026 4.612 0.310 0.10
H 0.106 3.774 -0.419 0.10
H -2.108 4.290 -0.853 0.14
H -2.938 1.329 -3.735 0.15
H -1.188 -0.201 -3.573 0.12
H 0.892 0.152 -2.423 0.09
```